[1]
DFT (the ωB97M-V functional and the def2-TZVPD basis) results for a structure of composition C26H13Cl6FIrN2O2S2 in a non-equilibrium geometry.

Results
**<S²>**: 0.76
**F_max**: 4.5 eV/A
**ΔE to the lowest compared entry with this formula, charge and spin**: 1490.88 kJ/mol
**Frontier orbital gap (alpha / beta)**: 5.454 / 5.303 eV
**LUMO level (alpha / beta)**: 3.79 / 3.79 eV

Structure (ORCA input):
```
! RIJCOSX wB97M-V def2-TZVPD def2/J DEFGRID3
* xyz -2 2
Ir 1.06 0.00 -0.66
S 1.47 0.34 4.02
C 1.01 -0.49 2.81
N -0.43 -0.96 0.34
C -0.77 -3.60 0.53
C -1.13 -4.14 -0.62
C -1.83 -5.37 -1.06
C -2.57 -6.33 -0.47
C -2.97 -6.51 0.90
C -2.56 -5.65 1.82
S -1.64 -4.43 2.15
H -0.82 -3.59 -1.52
H -1.72 -5.50 -2.13
H -2.95 -7.09 -1.16
H -3.63 -7.33 1.14
Cl 0.10 6.78 -0.68
C 0.77 5.19 -0.93
C 1.99 5.04 -1.57
Cl 2.87 6.43 -2.13
C 2.51 3.76 -1.77
Cl 4.03 3.53 -2.59
C 1.84 2.62 -1.32
O 2.29 1.41 -1.54
C 0.60 2.78 -0.64
O -0.01 1.71 -0.20
C 0.08 4.06 -0.48
Cl -1.45 4.21 0.32
Cl -0.13 -2.22 1.24
C 1.54 -2.96 1.27
C 1.76 -3.97 2.18
C 2.97 -4.64 2.14
C 3.91 -4.25 1.17
C 3.66 -3.24 0.29
Cl 4.88 -2.80 -0.87
C 2.42 -2.49 0.26
N 2.20 -1.51 -0.56
H 0.97 -4.24 2.87
H 3.18 -5.45 2.83
H 4.87 -4.75 1.12
F -4.80 2.72 -2.41
C -3.65 1.98 -2.40
C -3.67 0.71 -1.85
C -2.50 -0.03 -1.85
C -1.32 0.48 -2.40
C -0.05 -0.30 -2.35
C -1.35 1.76 -2.95
C -2.51 2.52 -2.95
H -4.58 0.34 -1.41
H -2.48 -1.01 -1.39
H 0.59 -0.02 -3.18
H -0.24 -1.37 -2.37
H -0.44 2.18 -3.36
H -2.53 3.53 -3.35
*
```

Löwdin population analysis, charges in e, atoms 1 to 5:
1. Ir 1.32
2. S 0.71
3. C -0.57
4. N -0.53
5. C -0.62

***

[2]
DFT (the ωB97M-V functional and the def2-TZVPD basis) results for a structure of composition C26H14F4N8RhS2.

Results
**F_max**: 0.9 eV/A
**ΔE to the lowest compared entry with this formula, charge and spin**: 2.94 kJ/mol
**Frontier orbital gap (alpha / beta)**: 5.001 / 5.000 eV
**LUMO level (alpha / beta)**: -11.60 / -11.60 eV

Structure (ORCA input):
```
! RIJCOSX wB97M-V def2-TZVPD def2/J DEFGRID3
* xyz 3 1
Rh 0.92 1.63 -0.94
C 1.21 -2.96 -4.12
C 0.30 -2.47 -3.19
C 0.45 -1.19 -2.68
C 1.51 -0.40 -3.12
C 2.44 -0.89 -4.05
C 2.28 -2.17 -4.54
N 1.65 0.94 -2.67
N 2.38 1.70 -3.32
C 2.60 2.96 -2.79
C 3.41 3.87 -3.41
C 3.61 5.10 -2.78
C 2.99 5.36 -1.57
C 2.17 4.39 -1.01
N 1.99 3.21 -1.61
H 1.10 -3.96 -4.51
H -0.53 -3.08 -2.86
H -0.25 -0.82 -1.95
H 3.28 -0.29 -4.37
H 3.00 -2.56 -5.25
H 3.88 3.62 -4.35
H 4.25 5.84 -3.24
H 3.12 6.30 -1.06
H 1.65 4.55 -0.07
F -3.01 -2.50 3.61
C -1.72 -2.40 3.89
C -1.23 -3.04 4.98
F -2.05 -3.73 5.72
C 0.17 -2.99 5.33
C 1.01 -2.22 4.43
C 0.50 -1.60 3.35
F 1.30 -0.89 2.55
C -0.89 -1.65 3.02
C -1.40 -1.00 1.89
C -0.65 -0.30 0.94
N -0.07 0.17 0.06
C -2.78 -0.92 1.52
N -3.89 -0.79 1.23
F 2.29 -2.11 4.67
C 0.68 -3.63 6.43
C 2.06 -3.59 6.79
N 3.17 -3.62 7.10
C -0.12 -4.41 7.32
N -0.76 -5.03 8.05
S -0.86 2.73 -1.70
C -2.38 1.86 -1.46
N -3.34 2.49 -0.86
C -4.63 1.77 -0.71
C -4.58 0.60 -1.69
S -2.82 0.34 -2.11
H -3.20 3.41 -0.45
H -5.45 2.45 -0.92
H -4.70 1.43 0.32
H -5.10 0.80 -2.62
H -4.96 -0.31 -1.23
*
```

Löwdin population analysis, charges in e, atoms 1 to 5:
1. Rh 0.93
2. C 0.00
3. C -0.03
4. C -0.04
5. C -0.21

***

[3]
DFT (the ωB97M-V functional and the def2-TZVPD basis) results for a structure of composition C26H15BrF12N2O4Y in a non-equilibrium geometry.

Results
**F_max**: 1.4 eV/A
**ΔE to the lowest compared entry with this formula, charge and spin**: 26.79 kJ/mol
**Frontier orbital gap**: 6.728 eV
**LUMO level**: 2.23 eV

Structure (ORCA input):
```
! RIJCOSX wB97M-V def2-TZVPD def2/J DEFGRID3
* xyz -1 1
Y 0.12 0.09 0.05
C -3.71 4.48 2.74
C -2.72 3.35 2.66
C -1.41 3.50 3.11
C -0.51 2.47 2.98
C -0.85 1.23 2.42
N 0.14 0.24 2.19
C 1.26 0.00 2.98
C 1.27 0.38 4.32
C 2.33 0.15 5.17
C 3.46 -0.52 4.72
C 4.64 -0.80 5.61
C 3.43 -0.96 3.40
C 2.39 -0.76 2.50
C 2.47 -1.51 1.11
O 2.00 -0.82 0.04
C 1.61 -2.83 1.23
F 1.96 -3.77 0.34
F 1.64 -3.39 2.44
F 0.32 -2.53 0.95
C 3.92 -1.95 0.74
F 4.37 -2.99 1.50
F 4.79 -0.94 0.87
F 4.00 -2.35 -0.53
C -2.18 1.07 1.93
C -3.07 2.14 2.09
C -2.69 -0.24 1.21
O -1.84 -0.65 0.24
C -4.04 -0.02 0.44
F -3.93 1.02 -0.40
F -5.13 0.21 1.21
F -4.34 -1.08 -0.31
C -2.93 -1.34 2.30
F -3.42 -2.47 1.76
F -3.82 -0.92 3.23
F -1.81 -1.66 2.94
H -3.48 5.14 3.58
H -4.73 4.12 2.87
H -3.69 5.10 1.84
H -1.09 4.44 3.54
H 0.52 2.63 3.29
H 0.39 0.88 4.72
H 2.27 0.49 6.20
H 4.64 -0.14 6.48
H 5.58 -0.66 5.08
H 4.63 -1.83 5.98
H 4.29 -1.53 3.08
H -4.08 2.03 1.74
Br 1.26 7.89 0.50
C 0.14 6.44 0.04
C -1.21 6.68 -0.20
N -2.07 5.72 -0.53
C -1.59 4.49 -0.65
C -0.26 4.16 -0.42
C 0.64 5.15 -0.06
C 0.18 2.73 -0.49
O 1.12 2.33 0.23
O -0.49 1.94 -1.23
H -1.59 7.69 -0.12
H -2.28 3.69 -0.91
H 1.67 4.92 0.16
*
```

Löwdin population analysis, charges in e, atoms 1 to 5:
1. Y 1.64
2. C -0.05
3. C -0.28
4. C -0.04
5. C -0.03

***

[4]
DFT (the ωB97M-V functional and the def2-TZVPD basis) results for a structure of composition C26H15I3NO3SW.

Results
**<S²>**: 2.02
**F_max**: 0.5 eV/A
**ΔE to the lowest compared entry with this formula, charge and spin**: 33.47 kJ/mol
**Frontier orbital gap (alpha / beta)**: 6.450 / 7.009 eV
**LUMO level (alpha / beta)**: -4.43 / -4.24 eV

Structure (ORCA input):
```
! RIJCOSX wB97M-V def2-TZVPD def2/J DEFGRID3
* xyz 1 3
W -1.18 -0.22 0.70
I -5.05 3.09 1.60
C -5.13 1.11 1.00
C -6.37 0.44 0.91
C -6.45 -0.87 0.56
I -8.32 -1.79 0.49
C -5.27 -1.60 0.26
C -5.20 -2.96 -0.11
C -3.99 -3.55 -0.36
C -2.82 -2.81 -0.24
N -2.83 -1.52 0.09
C -4.04 -0.91 0.31
C -3.97 0.44 0.71
O -2.74 0.95 0.86
H -7.27 1.00 1.14
H -6.12 -3.54 -0.18
H -3.92 -4.59 -0.64
H -1.85 -3.26 -0.41
I 0.36 1.48 2.28
C 1.56 1.95 0.64
C 2.74 2.61 0.81
C 3.49 2.96 -0.33
C 3.02 2.66 -1.58
C 1.80 1.96 -1.75
C 1.32 1.63 -3.04
C 0.17 0.91 -3.20
C -0.54 0.46 -2.06
C -0.12 0.77 -0.78
C 1.05 1.57 -0.62
H 3.12 2.85 1.80
H 4.43 3.47 -0.20
H 3.58 2.95 -2.46
H 1.88 1.95 -3.91
H -0.20 0.66 -4.19
H -1.42 -0.15 -2.22
O 6.61 0.19 0.17
C 5.67 0.46 1.10
O 5.84 1.34 1.90
C 4.41 -0.34 1.05
C 3.76 -0.63 2.25
C 2.51 -1.23 2.24
C 1.88 -1.49 1.02
S 0.20 -2.09 0.93
C 2.55 -1.25 -0.18
C 3.82 -0.69 -0.16
H 6.40 -0.62 -0.30
H 4.23 -0.36 3.18
H 2.00 -1.46 3.16
H 2.06 -1.46 -1.12
H 4.31 -0.46 -1.10
*
```

Löwdin population analysis, charges in e, atoms 1 to 5:
1. W 1.13
2. I 1.01
3. C -0.64
4. C -0.20
5. C -0.66